## A
Density functional theory data (ωB97M-V/def2-TZVPD) for 2 unconnected molecules or ions with the total composition C5H14NO.

Structure (ORCA input):
```
! RIJCOSX wB97M-V def2-TZVPD def2/J DEFGRID3
* xyz 1 1
C 1.54 2.15 -2.62
C 0.74 0.81 -2.77
C 0.78 -0.04 -1.45
C -0.07 0.42 -0.37
C -0.15 -0.37 0.72
N -1.15 -0.08 1.83
H 1.39 2.89 -3.41
H 2.74 1.95 -2.68
H 1.40 2.68 -1.66
H 1.25 0.18 -3.50
H -0.30 0.97 -2.96
H 1.79 -0.24 -1.08
H 0.52 -1.07 -1.64
H -0.65 1.37 -0.55
H 0.66 -1.12 0.84
H -1.91 0.43 1.37
H -0.80 0.66 2.41
H -1.21 -0.91 2.42
H -1.44 -3.39 3.64
H -1.63 -2.16 4.47
O -1.36 -2.44 3.56
*
```

E_HOMO ... -13.88 eV

---

## B
Density functional theory data (ωB97M-V/def2-TZVPD) for 2 unconnected molecules or ions with the total composition C5H14NO.

Structure (ORCA input):
```
! RIJCOSX wB97M-V def2-TZVPD def2/J DEFGRID3
* xyz 1 1
C -0.55 -0.39 -1.50
C 0.96 -0.34 -1.39
C 1.46 -1.35 -0.35
C 1.97 0.43 1.36
C 1.76 -0.84 1.03
N -1.10 -0.03 -0.07
H -1.03 0.36 -2.11
H -1.02 -1.36 -1.64
H 1.28 0.67 -1.17
H 1.30 -0.66 -2.38
H 0.71 -2.15 -0.33
H 2.34 -1.93 -0.65
H 1.84 1.24 0.65
H 2.25 0.64 2.38
H 1.57 -1.55 1.82
H -1.55 -0.82 0.39
H -1.76 0.75 -0.13
H -0.35 0.20 0.59
H -3.35 2.30 1.65
H -3.93 1.86 0.30
O -3.10 1.89 0.80
*
```

E_HOMO ... -13.55 eV

---

## C
Density functional theory data (ωB97M-V/def2-TZVPD) for 2 unconnected molecules or ions with the total composition C5H14NO.

Structure (ORCA input):
```
! RIJCOSX wB97M-V def2-TZVPD def2/J DEFGRID3
* xyz 1 1
C -0.84 -0.46 -0.06
C -0.50 0.88 0.64
C 0.15 1.88 -0.34
C 1.42 1.73 -0.73
C -0.72 3.00 -0.73
N 0.34 -1.38 -0.04
H -1.71 -0.97 0.34
H -0.97 -0.21 -1.12
H 0.12 0.67 1.52
H -1.41 1.25 1.13
H 2.09 0.98 -0.32
H 1.88 2.27 -1.55
H -1.71 2.81 -1.15
H -0.86 3.59 0.18
H -0.24 3.70 -1.42
H 0.12 -2.35 -0.27
H 1.16 -1.09 -0.57
H 0.66 -1.38 0.94
H 0.39 -5.02 0.35
H 0.06 -5.18 1.92
O 0.56 -4.71 1.26
*
```

E_HOMO ... -13.32 eV

---

Most favorable structure: B. The second most favorable one is 3.4 kcal/mol above it.

---

## A
Density functional theory data (ωB97M-V/def2-TZVPD) for a gas-phase ion, C5H14NO (charge +1).

Structure (ORCA input):
```
! RIJCOSX wB97M-V def2-TZVPD def2/J DEFGRID3
* xyz 1 1
C -1.39 0.90 0.08
C -0.17 0.64 -0.83
C 0.67 1.86 -0.83
C 0.59 -0.62 -0.31
N 1.29 -0.34 1.01
C -0.32 -1.89 -0.06
O -1.03 -1.62 1.13
H -2.03 1.76 -0.18
H -2.17 0.20 -0.25
H -1.59 0.94 1.19
H -0.52 0.22 -1.79
H 0.28 2.84 -1.12
H 1.51 1.83 -1.59
H 1.05 2.08 0.18
H 1.35 -0.95 -1.03
H 1.33 0.68 0.87
H 2.29 -0.60 1.06
H 0.88 -0.75 1.84
H -0.90 -1.96 -1.00
H 0.22 -2.81 0.03
H -1.33 -2.41 1.60
*
```

E_HOMO ... -14.89 eV
SMILES string ... CC(C)[C@@H]([NH3+])CO

---

## B
Density functional theory data (ωB97M-V/def2-TZVPD) for 2 unconnected molecules or ions with the total composition C5H14NO.

Structure (ORCA input):
```
! RIJCOSX wB97M-V def2-TZVPD def2/J DEFGRID3
* xyz 1 1
C 0.44 1.03 -2.74
C 0.25 1.71 -1.39
C -1.62 1.13 0.02
N -0.50 0.82 -0.48
H 1.01 0.11 -2.66
H -0.53 0.79 -3.17
H 0.95 1.72 -3.41
H 1.19 1.94 -0.91
H -0.28 2.65 -1.48
H -2.14 0.41 0.66
H -2.04 2.10 -0.21
H 0.09 0.01 -0.10
C 0.82 -1.15 1.96
O 1.21 -0.86 0.60
C -0.39 -2.05 2.04
H 1.68 -1.58 2.48
H 0.64 -0.19 2.44
H 1.28 -1.71 0.15
H -0.17 -3.02 1.59
H -0.62 -2.24 3.09
H -1.27 -1.63 1.55
*
```

E_HOMO ... -15.13 eV

---

## C
Density functional theory data (ωB97M-V/def2-TZVPD) for 2 unconnected molecules or ions with the total composition C5H14NO.

Structure (ORCA input):
```
! RIJCOSX wB97M-V def2-TZVPD def2/J DEFGRID3
* xyz 1 1
C -0.63 -2.21 -0.02
C -1.00 -1.50 1.30
C -1.75 -0.12 1.24
C -1.23 0.60 0.06
C 0.00 1.07 0.13
N 0.55 1.95 -0.96
H -1.33 -2.99 -0.24
H -0.55 -1.61 -0.90
H 0.36 -2.71 0.02
H -1.67 -2.16 1.84
H -0.05 -1.51 1.79
H -2.78 -0.44 1.12
H -1.67 0.35 2.29
H -2.04 0.94 -0.62
H 0.72 0.80 0.88
H 1.09 2.78 -0.75
H 1.32 1.28 -1.43
H -0.08 2.18 -1.73
H 2.86 -0.56 -1.58
H 3.72 0.36 -0.60
O 3.00 0.33 -1.23
*
```

E_HOMO ... -14.11 eV

---

## D
Density functional theory data (ωB97M-V/def2-TZVPD) for a gas-phase ion, C5H14NO (charge +1).

Structure (ORCA input):
```
! RIJCOSX wB97M-V def2-TZVPD def2/J DEFGRID3
* xyz 1 1
C 1.17 -0.46 1.32
C 1.07 -0.47 -0.23
C 2.21 0.42 -0.83
C -0.28 0.06 -0.69
N -0.53 1.41 -0.11
C -1.47 -0.88 -0.35
O -2.10 -0.33 0.79
H 0.25 -0.73 1.78
H 1.66 0.45 1.64
H 1.82 -1.26 1.68
H 1.24 -1.46 -0.59
H 3.00 0.62 -0.10
H 2.73 -0.08 -1.64
H 1.85 1.34 -1.28
H -0.28 0.21 -1.76
H 0.31 1.71 0.39
H -0.87 2.11 -0.76
H -1.21 1.32 0.61
H -1.03 -1.83 -0.07
H -2.12 -1.06 -1.21
H -3.01 -0.62 0.91
*
```

E_HOMO ... -15.18 eV
SMILES string ... CC(C)[C@H]([NH3+])CO

---

Most favorable structure: D. The second most favorable one is 6.5 kcal/mol above it.

---

## A
Density functional theory data (ωB97M-V/def2-TZVPD) for 2 unconnected molecules or ions with the total composition C5H14NO.

Structure (ORCA input):
```
! RIJCOSX wB97M-V def2-TZVPD def2/J DEFGRID3
* xyz 1 1
C -1.62 -0.34 1.09
C -0.58 -1.10 0.36
N -0.40 -0.93 -1.19
C 0.74 0.14 -1.29
C 1.76 -0.30 -0.30
C 0.81 -0.75 0.92
H -2.71 -0.57 0.85
H -1.68 0.79 0.86
H -1.54 -0.39 2.21
H -0.77 -2.18 0.44
H -1.17 -0.58 -1.77
H 0.18 -1.62 -1.68
H 1.05 0.10 -2.33
H 0.45 1.19 -1.14
H 2.19 -1.24 -0.65
H 2.65 0.41 -0.14
H 1.07 -0.06 1.72
H 1.21 -1.72 1.16
H 0.28 2.76 0.96
H -0.92 3.32 0.01
O -0.48 2.56 0.41
*
```

E_HOMO ... -15.11 eV

---

## B
Density functional theory data (ωB97M-V/def2-TZVPD) for 2 unconnected molecules or ions with the total composition C5H14NO.

Structure (ORCA input):
```
! RIJCOSX wB97M-V def2-TZVPD def2/J DEFGRID3
* xyz 1 1
O 0.16 -1.44 1.58
C -0.41 -1.82 0.57
C -1.87 -1.65 0.30
C -2.08 -0.48 -0.68
H 0.17 -2.31 -0.25
H -2.36 -1.53 1.27
H -2.23 -2.58 -0.13
H -1.77 0.43 -0.17
H -3.15 -0.36 -0.90
H -1.58 -0.62 -1.64
C 0.77 2.08 0.59
N 1.52 0.81 0.48
C 1.82 0.40 -0.95
H 0.40 2.20 1.60
H 1.47 2.91 0.45
H 0.02 2.13 -0.19
H 1.03 -0.03 0.88
H 2.41 0.84 0.97
H 0.88 0.27 -1.47
H 2.44 -0.49 -0.89
H 2.35 1.23 -1.42
*
```

E_HOMO ... -14.09 eV

---

## C
Density functional theory data (ωB97M-V/def2-TZVPD) for 2 unconnected molecules or ions with the total composition C5H14NO.

Structure (ORCA input):
```
! RIJCOSX wB97M-V def2-TZVPD def2/J DEFGRID3
* xyz 1 1
C 0.01 0.40 0.36
C -0.54 0.32 -1.14
C -0.51 -1.12 -1.78
C -2.03 -2.20 -0.01
C -1.26 -2.26 -1.12
N 1.09 1.48 0.32
H 0.59 -0.53 0.59
H -0.78 0.68 1.07
H -1.55 0.83 -1.08
H 0.19 0.95 -1.79
H 0.46 -1.58 -1.88
H -0.91 -1.06 -2.78
H -2.07 -1.43 0.75
H -2.78 -2.98 0.18
H -1.11 -3.07 -1.72
H 0.69 2.38 0.13
H 1.55 1.64 1.27
H 1.77 1.44 -0.53
H 2.80 1.44 3.32
H 2.12 2.76 3.14
O 2.28 1.91 2.67
*
```

E_HOMO ... -12.41 eV

---

## D
Density functional theory data (ωB97M-V/def2-TZVPD) for 2 unconnected molecules or ions with the total composition C5H14NO.

Structure (ORCA input):
```
! RIJCOSX wB97M-V def2-TZVPD def2/J DEFGRID3
* xyz 1 1
C -0.51 -1.75 1.79
C -0.85 -0.29 1.34
C 0.41 0.39 0.64
C 0.80 -0.63 -0.58
C -1.12 -0.34 -2.44
N 0.01 -0.19 -1.87
H -1.01 -1.97 2.73
H 0.54 -2.03 2.03
H -0.84 -2.55 1.19
H -1.12 0.42 2.14
H -1.75 -0.25 0.62
H 1.33 0.32 1.21
H 0.18 1.41 0.50
H 0.46 -1.58 -0.40
H 1.82 -0.65 -1.17
H -1.11 -0.48 -3.48
H -1.99 -0.69 -1.81
H 0.47 0.61 -2.49
H 1.92 3.52 0.61
H 0.78 3.59 -0.39
O 1.58 3.16 -0.17
*
```

E_HOMO ... -14.66 eV

---

Most favorable structure: B. The second most favorable one is 15.8 kcal/mol above it.

---

## A
Density functional theory data (ωB97M-V/def2-TZVPD) for a gas-phase ion, C5H14NO (charge +1).

Structure (ORCA input):
```
! RIJCOSX wB97M-V def2-TZVPD def2/J DEFGRID3
* xyz 1 1
C 0.64 -3.10 -0.88
C 0.77 -1.91 0.08
C 0.86 -0.47 -0.47
C -0.29 0.54 -0.21
N -1.22 0.14 0.90
C 0.23 2.00 0.17
O -0.81 2.87 0.35
H 0.10 -3.94 -0.47
H 0.21 -2.78 -1.91
H 1.63 -3.56 -1.19
H 1.58 -2.11 0.76
H -0.11 -1.93 0.77
H 1.01 -0.64 -1.55
H 1.81 0.00 0.05
H -0.86 0.64 -1.20
H -2.19 -0.10 0.62
H -1.34 0.89 1.62
H -0.80 -0.68 1.33
H 0.88 2.00 1.10
H 0.86 2.40 -0.70
H -0.98 3.46 -0.40
*
```

E_HOMO ... -14.91 eV
SMILES string ... CCC[C@@H]([NH3+])CO

---

## B
Density functional theory data (ωB97M-V/def2-TZVPD) for a gas-phase ion, C5H14NO (charge +1).

Structure (ORCA input):
```
! RIJCOSX wB97M-V def2-TZVPD def2/J DEFGRID3
* xyz 1 1
C 1.53 1.62 -0.17
C 0.71 -2.03 0.51
C -1.76 0.32 -1.43
C 0.69 1.33 1.12
C -0.65 -1.55 -0.15
N -0.56 0.69 0.71
O -0.58 -0.19 -0.43
H 1.93 0.85 -0.92
H 0.75 2.28 -0.58
H 2.42 2.28 0.15
H 1.63 -1.74 -0.09
H 0.63 -3.17 0.73
H 0.87 -1.55 1.41
H -1.49 1.33 -1.81
H -1.61 -0.47 -2.23
H -2.59 0.37 -0.68
H 1.28 0.87 1.85
H 0.15 2.18 1.53
H -0.82 -2.06 -1.12
H -1.37 -1.71 0.64
H -1.20 0.32 1.39
*
```

E_HOMO ... -14.39 eV

---

Most favorable structure: A. The second most favorable one is 88.6 kcal/mol above it.

---

## A
Density functional theory data (ωB97M-V/def2-TZVPD) for C4H9NS2 in the gas phase.

Structure (ORCA input):
```
! RIJCOSX wB97M-V def2-TZVPD def2/J DEFGRID3
* xyz 0 1
C 1.52 1.53 -0.03
N 1.25 0.14 -0.21
C -0.01 -0.37 0.35
C 0.10 -1.85 0.53
S 1.14 -2.79 -0.27
C -1.24 -0.02 -0.52
S -2.77 -0.88 -0.16
H 0.82 2.26 -0.53
H 2.53 1.73 -0.38
H 1.55 1.77 1.07
H 1.38 -0.07 -1.19
H -0.11 0.12 1.32
H -0.70 -2.19 1.20
H -1.42 1.04 -0.50
H -1.01 -0.28 -1.58
H -3.01 -0.15 0.89
*
```

E_HOMO ... -8.61 eV
SMILES string ... CN[C@H](C=S)CS

---

## B
Density functional theory data (ωB97M-V/def2-TZVPD) for 2 unconnected molecules or ions with the total composition C4H9NS2.

Structure (ORCA input):
```
! RIJCOSX wB97M-V def2-TZVPD def2/J DEFGRID3
* xyz 0 1
C 2.18 0.93 0.17
C -1.82 -0.01 -1.00
C -0.68 -1.51 0.66
C -0.71 -0.17 -0.09
N -0.23 0.84 0.73
S 2.33 -0.20 -0.95
S 2.78 2.08 1.12
H -2.81 -0.06 -0.46
H -1.70 1.01 -1.44
H -1.82 -0.84 -1.68
H 0.30 -1.61 1.06
H -0.59 -2.42 0.02
H -1.37 -1.52 1.38
H 0.25 -0.36 -0.70
H -0.22 1.78 0.21
H 4.12 2.06 0.99
*
```

E_HOMO ... -8.03 eV

---

Most favorable structure: A. The second most favorable one is 74.8 kcal/mol above it.